This record from OMol25 describes a 2-piece molecular cluster, C5H14 overall. The level of theory is wB97M-V/def2-TZVPD.

XYZ file:
```
19
Properties=species:S:1:pos:R:3:lowdin_charge:R:1
C 0.24 2.42 0.54 -0.13
C 0.70 1.01 0.84 -0.31
C -0.14 0.39 1.98 -0.12
H 0.71 3.13 1.23 0.07
H 0.50 2.81 -0.44 0.06
H -0.82 2.57 0.73 0.07
H 0.54 0.38 -0.03 0.06
H 1.74 0.99 1.20 0.10
H -1.17 0.27 1.67 0.07
H 0.31 -0.57 2.22 0.06
H -0.04 1.01 2.87 0.07
C 0.19 -2.30 -1.24 -0.15
C -0.77 -1.33 -1.96 -0.17
H 0.02 -2.19 -0.16 0.05
H -0.17 -3.30 -1.45 0.06
H 1.22 -2.07 -1.50 0.06
H -1.74 -1.79 -2.13 0.06
H -0.42 -1.04 -2.96 0.06
H -0.90 -0.40 -1.41 0.04
```

Computed properties:
frontier orbital gap: 12.642 eV
energy relative to the best compared isomer or geometry (same formula, charge and spin): 7.0 kcal/mol
structure (SMILES): CCC.CC
LUMO energy: 1.1 eV
charge: 0


This record from OMol25 describes C29H37N3O2P2Ti as an isolated structure. The level of theory is wB97M-V/def2-TZVPD.

XYZ file:
```
74
Properties=species:S:1:pos:R:3:lowdin_charge:R:1
Ti -0.10 0.26 0.16 0.75
C -1.17 -3.99 0.79 -0.04
C -2.07 -3.38 -0.24 -0.23
C -2.66 -4.18 -1.21 -0.07
C -3.46 -3.63 -2.20 -0.09
C -3.70 -2.27 -2.21 -0.06
C -3.14 -1.44 -1.25 -0.21
C -3.44 0.04 -1.24 -0.03
C -2.31 -1.99 -0.27 -0.22
N -1.63 -1.14 0.64 -0.03
C -1.98 -1.25 1.95 -0.49
O -2.96 -1.81 2.42 0.06
C -0.97 -0.62 2.87 -0.18
C -1.04 -0.63 4.26 0.02
C 0.03 -0.09 4.97 -0.02
C 1.13 0.42 4.30 0.02
C 1.13 0.40 2.92 -0.17
N 0.08 -0.09 2.26 0.02
C 2.25 0.83 2.01 -0.49
O 3.32 1.20 2.48 0.07
N 1.91 0.71 0.71 -0.02
C 2.96 0.84 -0.24 -0.23
C 3.62 -0.32 -0.66 -0.24
C 3.39 -1.64 0.04 -0.05
C 4.56 -0.23 -1.68 -0.06
C 4.88 0.99 -2.25 -0.09
C 4.27 2.14 -1.77 -0.05
C 3.33 2.09 -0.76 -0.21
C 2.76 3.35 -0.17 -0.03
H -0.85 -4.98 0.49 0.08
H -1.70 -4.07 1.75 0.09
H -0.29 -3.37 0.97 0.07
H -2.47 -5.25 -1.20 0.11
H -3.91 -4.27 -2.96 0.10
H -4.35 -1.84 -2.97 0.11
H -4.36 0.24 -1.80 0.08
H -2.64 0.61 -1.70 0.05
H -3.57 0.40 -0.22 0.07
H -1.90 -1.07 4.74 0.12
H 0.00 -0.08 6.05 0.11
H 1.99 0.82 4.82 0.12
H 2.33 -1.81 0.25 0.04
H 3.91 -1.64 1.00 0.09
H 3.76 -2.47 -0.56 0.08
H 5.07 -1.13 -2.02 0.11
H 5.61 1.05 -3.05 0.10
H 4.55 3.11 -2.18 0.11
H 3.21 4.23 -0.64 0.08
H 2.98 3.39 0.90 0.08
H 1.68 3.41 -0.29 0.05
C 0.40 -2.92 -2.30 -0.31
P 0.60 -1.12 -2.06 0.96
C 0.29 -0.47 -3.73 -0.32
C -0.49 1.87 -1.29 -0.38
C -1.38 2.96 -0.66 -0.43
P -1.44 2.49 1.10 0.86
C -3.08 3.02 1.74 -0.26
C -0.33 3.63 1.99 -0.25
H 1.12 -3.28 -3.04 0.04
H -0.61 -3.14 -2.66 0.03
H 0.55 -3.44 -1.36 0.02
H -0.78 -0.50 -3.94 0.04
H 0.80 -1.07 -4.48 0.04
H 0.63 0.56 -3.79 0.03
H -0.89 1.57 -2.27 0.01
H 0.52 2.23 -1.49 0.02
H -2.40 2.88 -1.04 0.07
H -1.06 3.99 -0.83 0.08
H -3.26 4.06 1.49 0.05
H -3.12 2.89 2.82 0.04
H -3.86 2.40 1.29 0.03
H -0.59 4.68 1.81 0.05
H 0.70 3.46 1.67 0.01
H -0.38 3.43 3.06 0.04
```

Computed properties:
frontier orbital gap (alpha / beta): 7.183 / 7.224 eV
energy relative to the best compared isomer or geometry (same formula, charge and spin): 8.3 kcal/mol
LUMO energy (alpha / beta): -0.2 / -1.2 eV
⟨S²⟩: 2.01
charge: 0
spin multiplicity: 3


This record from OMol25 describes C38H34MgN4S6 as an isolated structure. The level of theory is wB97M-V/def2-TZVPD.

XYZ file:
```
83
Properties=species:S:1:pos:R:3:lowdin_charge:R:1
Mg 0.00 -0.18 -0.33 0.47
C -2.38 1.29 -2.47 -0.01
C -3.00 0.89 -1.15 -0.28
C -4.33 1.19 -0.88 -0.01
C -4.86 0.88 0.36 -0.04
C -4.05 0.26 1.30 -0.01
C -2.75 -0.04 0.95 -0.20
N -2.23 0.26 -0.25 0.11
C -1.82 -0.68 1.94 -0.19
C -2.25 -1.32 3.09 0.01
C -1.30 -1.86 3.94 -0.03
C 0.05 -1.74 3.64 0.01
C 0.41 -1.09 2.47 -0.18
N -0.52 -0.60 1.65 0.05
C 1.83 -0.89 2.03 -0.18
C 2.88 -1.12 2.90 -0.01
C 4.17 -0.95 2.44 -0.04
C 4.38 -0.55 1.14 -0.01
C 3.28 -0.30 0.32 -0.27
C 3.48 0.18 -1.09 0.00
N 2.02 -0.47 0.76 0.13
H -3.06 1.91 -3.04 0.08
H -2.12 0.40 -3.06 0.09
H -1.47 1.86 -2.28 0.06
H -4.93 1.69 -1.63 0.12
H -5.88 1.13 0.60 0.11
H -4.42 0.05 2.29 0.11
H -3.30 -1.42 3.31 0.11
H -1.61 -2.38 4.84 0.12
H 0.79 -2.16 4.30 0.11
H 2.69 -1.41 3.93 0.11
H 5.01 -1.13 3.10 0.12
H 5.38 -0.41 0.75 0.12
H 4.52 0.48 -1.25 0.08
H 2.83 1.02 -1.31 0.07
H 3.25 -0.62 -1.80 0.09
C 3.40 4.91 -4.30 -0.04
C 1.97 4.60 -3.85 -0.55
C 0.98 5.46 -4.66 -0.04
C 1.83 4.97 -2.38 -0.10
C 1.66 3.12 -4.10 -0.15
C 1.82 2.59 -5.39 -0.03
C 1.57 1.27 -5.69 -0.07
C 1.15 0.44 -4.65 -0.47
S 0.78 -1.25 -4.69 1.13
C 0.41 -1.22 -2.99 -0.51
N 0.55 -0.04 -2.44 0.03
C 0.97 0.93 -3.37 -0.30
C 1.21 2.28 -3.09 0.04
C -0.02 -2.43 -2.24 -0.27
C -0.15 -3.67 -2.89 -0.07
C -0.55 -4.77 -2.16 -0.10
C -0.82 -4.63 -0.80 -0.09
C -0.68 -3.39 -0.18 -0.12
C -0.28 -2.23 -0.87 -0.10
H 3.65 5.95 -4.07 0.09
H 3.55 4.76 -5.37 0.08
H 4.12 4.27 -3.77 0.09
H 1.19 6.52 -4.49 0.09
H -0.05 5.26 -4.35 0.09
H 1.06 5.27 -5.73 0.08
H 2.08 6.02 -2.23 0.08
H 2.50 4.38 -1.74 0.10
H 0.81 4.82 -2.03 0.03
H 2.16 3.25 -6.20 0.11
H 1.70 0.89 -6.69 0.11
H 1.04 2.64 -2.08 0.11
H 0.05 -3.77 -3.95 0.09
H -0.66 -5.74 -2.64 0.10
H -1.13 -5.50 -0.22 0.10
H -0.90 -3.33 0.89 0.08
C -2.85 4.92 0.63 -0.39
S -1.68 4.92 -0.76 0.78
C -0.14 4.96 0.10 -1.04
C 0.43 3.93 0.75 -1.14
S -0.20 2.33 1.04 0.55
S 2.00 4.32 1.43 0.88
C 2.13 5.97 0.95 -1.52
S 3.42 6.93 1.27 0.50
S 0.73 6.48 0.09 0.89
H -3.85 4.86 0.20 0.03
H -2.75 5.83 1.21 0.04
H -2.66 4.04 1.25 0.01
```

Computed properties:
frontier orbital gap: 6.326 eV
energy relative to the best compared isomer or geometry (same formula, charge and spin): 7.5 kcal/mol
LUMO energy: -0.5 eV
charge: 0